No. 1
A structure of composition C28H36CsGeN2O8 in a non-equilibrium geometry, computed with ωB97M-V/def2-TZVPD.

Results
E_LUMO: 1.6407 eV
ΔE to the lowest compared entry with this formula, charge and spin: 0.450 eV
E_HOMO: -0.1317 Eh
E: -106046.5084 eV
net charge: -1

```
76
Properties=species:S:1:pos:R:3:forces:R:3
Cs -0.0930 0.7347 -0.2134 -0.6 1.0 -1.0
C -3.0644 2.7622 0.3057 0.0 0.0 0.0
C -2.0763 3.6799 -0.0300 -0.1 0.1 0.0
C -1.6275 3.7626 -1.3417 -0.1 0.1 0.0
C -2.1618 2.9240 -2.3115 0.0 0.0 -0.1
C -3.1437 2.0040 -1.9751 0.0 -0.1 0.1
C -3.5987 1.9249 -0.6639 0.1 0.0 -0.1
H -3.4142 2.6900 1.3279 0.0 0.0 0.0
H -1.6561 4.3227 0.7325 0.0 0.0 0.0
H -0.8652 4.4827 -1.6108 0.0 0.0 0.0
H -1.8117 2.9843 -3.3344 0.0 0.0 0.0
H -3.5477 1.3374 -2.7258 0.0 0.0 0.0
H -4.3572 1.1991 -0.3997 0.0 0.0 0.0
O 5.2225 -0.5956 3.0295 0.0 0.1 0.0
C 4.0866 -0.3942 2.6495 0.0 -0.2 0.0
C 3.1807 -1.3733 1.9679 -0.1 0.2 -0.1
O 3.4487 -2.5338 1.6278 0.1 0.1 -0.2
C 1.9173 -0.7015 1.7117 0.4 -0.3 0.0
C 1.9791 0.6696 2.1543 -0.1 0.2 0.1
O 1.0803 1.5444 2.0299 0.4 -0.1 0.6
C 3.3222 0.9049 2.7425 0.0 0.1 -0.1
O 3.7452 1.9626 3.1732 0.0 -0.1 0.0
O 0.9531 -1.2781 1.1076 0.0 -0.3 0.2
C 0.0275 -3.3495 -0.9516 0.0 0.2 0.2
C -1.1112 -2.4838 -0.5050 -0.3 -0.1 -0.1
O -1.5309 -1.5475 -1.1683 0.1 -0.4 -0.1
H 0.3120 -3.1373 -1.9817 0.0 0.0 0.0
H -0.2114 -4.4069 -0.8223 0.0 0.0 0.0
H 0.8421 -3.0893 -0.2596 0.0 -0.1 -0.1
O 5.0353 -5.2430 -0.8819 0.0 -0.1 -0.1
C 3.6915 -4.9033 -1.1045 -0.1 0.2 0.0
N 3.4769 -3.4815 -1.3209 0.3 -0.1 0.0
C 4.0695 -2.9104 -2.4018 -0.2 -0.2 0.2
O 4.7306 -3.5468 -3.2156 0.0 0.0 0.0
C 3.8312 -1.4450 -2.5447 0.0 0.2 0.0
C 4.8246 -0.5911 -2.9995 0.1 0.1 0.1
C 4.5978 0.7781 -2.9784 0.0 -0.1 0.0
C 3.3790 1.2409 -2.5016 0.2 -0.3 -0.1
N 2.4003 0.4195 -2.1314 -0.3 0.4 -0.2
C 2.6140 -0.8852 -2.1827 0.2 -0.2 0.5
H 5.4920 -5.0576 -1.7137 0.0 0.0 0.0
H 3.1292 -5.1909 -0.2200 0.0 0.0 0.0
H 3.2961 -5.4280 -1.9783 0.0 0.0 0.0
H 3.2815 -2.9192 -0.4902 0.1 0.0 0.1
H 5.7755 -0.9960 -3.3213 0.0 0.0 0.0
H 5.3735 1.4664 -3.2839 0.0 0.0 0.0
H 3.1771 2.3018 -2.4067 0.0 0.0 0.0
H 1.8024 -1.5237 -1.8525 0.0 0.0 0.0
C -1.4943 -6.2142 4.7945 0.1 0.1 -0.2
C -1.0009 -5.3182 3.6594 -0.1 0.0 0.1
C -1.2399 -3.8394 3.9370 0.1 0.1 -0.2
C -0.7954 -2.9166 2.7951 -0.1 -0.1 0.1
Ge -1.9956 -2.8900 1.2469 0.0 -0.2 0.3
C -3.3806 -1.5107 1.4362 0.2 0.0 0.0
C -4.2158 -1.4313 2.7223 -0.1 -0.1 -0.1
C -5.4835 -2.2897 2.7563 0.1 -0.1 0.0
C -5.2334 -3.7982 2.7480 -0.1 0.3 0.0
H -1.3021 -7.2642 4.5689 0.0 0.0 0.1
H -2.5694 -6.0823 4.9373 0.0 -0.1 0.1
H -0.9935 -5.9670 5.7325 0.0 0.0 0.0
H -1.5112 -5.6022 2.7344 0.1 0.0 0.0
H 0.0697 -5.4734 3.5004 0.0 0.0 -0.1
H -0.6890 -3.5593 4.8412 -0.1 0.0 0.0
H -2.3021 -3.6810 4.1556 0.0 0.0 0.1
H 0.2028 -3.1624 2.4315 0.0 0.0 0.1
H -0.7277 -1.8845 3.1447 0.0 0.0 -0.1
H -2.5894 -4.3131 1.0720 -0.1 0.1 -0.1
H -4.0087 -1.5428 0.5415 -0.1 0.1 0.0
H -2.7749 -0.5984 1.3739 -0.1 0.0 -0.1
H -4.5245 -0.3893 2.8505 0.0 0.0 0.1
H -3.5993 -1.6858 3.5913 0.0 0.1 0.0
H -6.1147 -2.0295 1.9002 0.0 0.0 0.0
H -6.0440 -2.0220 3.6567 0.0 0.0 0.0
H -4.7977 -4.1042 1.8006 0.1 -0.1 0.0
H -6.1649 -4.3486 2.8889 0.0 0.0 0.0
H -4.5460 -4.0721 3.5512 0.0 -0.1 0.0
```
Forces are in eV/Å.

Mulliken population analysis, charges in e, atoms 1 to 2: atom 1 (Cs): 1.400, atom 2 (C): -0.349


No. 2
A structure of composition C28H36DyP2Si in a non-equilibrium geometry, computed with ωB97M-V/def2-TZVPD.

Results
E_LUMO (alpha / beta): -3.4833 / -3.4050 eV
2S+1: 6
ΔE to the lowest compared entry with this formula, charge and spin: 0.000 eV
E_HOMO (alpha / beta): -0.3586 / -0.3606 Eh
E: -80150.8993 eV
net charge: +1

```
68
Properties=species:S:1:pos:R:3:forces:R:3
C -0.4990 2.8828 0.9819 -1.0 0.3 0.1
C -1.3978 2.8940 -0.1366 -0.5 0.4 0.7
C -2.7078 2.5603 0.3407 0.7 0.3 0.0
H -1.1397 3.1783 -1.1573 -0.1 -0.2 0.4
C -2.6171 2.3494 1.7482 0.2 -0.2 0.2
C -1.2557 2.5601 2.1468 -0.2 0.1 -0.4
H -0.8698 2.5149 3.1638 -0.1 0.0 -0.3
H 0.5590 3.1451 0.9473 -0.4 -0.2 0.0
H -3.6228 2.5119 -0.2588 0.5 0.0 0.2
H -3.4353 2.0501 2.4051 0.2 0.4 -0.2
Dy -1.3167 0.4376 0.7139 0.8 1.5 -1.8
C -0.8027 -1.0793 -1.3337 1.3 -1.1 -1.5
H -1.8323 -0.6721 -1.2822 0.3 -0.2 -0.1
H -0.4221 -1.4577 -0.3500 -0.3 -0.1 -0.6
H -0.8963 -1.9589 -2.0045 0.0 0.2 0.6
Si 0.4123 0.3100 -2.2435 -0.8 0.8 0.2
C 1.7885 -0.2551 -3.4037 -0.2 -1.0 -0.4
C 2.6365 0.7828 -3.8309 0.5 -0.4 0.0
H 2.4439 1.8177 -3.5215 0.2 -0.5 0.1
C 3.7456 0.5076 -4.6322 -0.2 0.1 0.0
H 4.4246 1.3176 -4.8885 -0.1 -0.1 -0.1
C 3.9859 -0.7887 -5.0977 -0.5 0.0 0.3
H 4.8409 -0.9890 -5.7425 -0.2 0.0 0.2
C 3.0926 -1.8047 -4.7463 0.0 0.0 0.1
H 3.2671 -2.8044 -5.1345 -0.1 0.1 0.1
C 2.0042 -1.5447 -3.8913 0.7 0.2 -0.3
H 1.3315 -2.3436 -3.5821 0.2 0.0 -0.2
C -0.8425 1.1509 -3.3988 -0.3 -0.6 0.0
C -0.3624 1.9413 -4.4452 -0.3 0.4 0.0
H 0.6712 1.8395 -4.7693 -0.2 0.3 0.2
C -1.1987 2.8615 -5.0860 -0.1 -0.1 0.2
H -0.7649 3.5697 -5.7882 -0.2 -0.2 -0.1
C -2.5581 2.9171 -4.7691 0.4 0.0 0.2
H -3.1971 3.6552 -5.2419 0.0 -0.1 0.0
C -3.0840 2.0140 -3.8449 0.3 -0.2 0.0
H -4.1476 2.0284 -3.6130 0.2 -0.1 -0.2
C -2.2347 1.1126 -3.1924 -0.2 0.6 -0.2
H -2.7146 0.3631 -2.5559 0.3 0.4 0.0
H -0.2122 1.2181 -1.0018 -1.1 -0.6 1.7
H 1.4224 1.3064 -1.7258 0.2 0.0 0.3
C 2.0382 -2.1203 0.7673 -0.1 0.0 -0.2
P 1.1497 -0.7669 1.6359 1.0 -0.3 0.6
C 2.4448 0.5120 1.8066 0.1 0.0 0.1
C 1.0558 -1.5206 3.3234 -0.7 0.1 0.2
C 2.2001 -1.9442 4.0055 -0.1 -0.1 0.3
C 2.0935 -2.4995 5.2871 -0.1 0.1 -0.2
C 0.8379 -2.6743 5.8717 -0.3 0.1 -0.3
C -0.3219 -2.3061 5.1746 0.4 0.0 0.3
C -0.2214 -1.6978 3.9236 0.5 0.1 -0.4
P -1.7378 -1.0985 3.0651 0.4 -0.3 1.1
C -2.7911 -2.5786 3.0037 -0.3 -0.1 -0.2
C -2.5254 -0.0745 4.3704 -0.1 0.0 -0.1
H 2.1740 -1.8700 -0.2948 0.0 -0.1 0.2
H 1.4423 -3.0425 0.8497 0.2 0.3 -0.1
H 3.0223 -2.2850 1.2344 -0.4 0.1 -0.2
H 2.1041 1.2633 2.5311 0.1 -0.1 -0.2
H 3.3788 0.0529 2.1605 -0.2 0.2 -0.1
H 2.6166 0.9944 0.8340 -0.1 -0.1 0.2
H 3.1878 -1.8538 3.5458 -0.3 0.0 0.2
H 2.9906 -2.8028 5.8319 -0.3 0.1 -0.2
H 0.7480 -3.0915 6.8745 0.1 0.0 -0.3
H -1.3012 -2.4843 5.6284 0.4 0.1 -0.1
H -3.1788 -2.8305 3.9983 0.1 0.0 -0.3
H -3.6248 -2.3608 2.3235 0.0 -0.2 0.2
H -2.2165 -3.4202 2.5995 -0.2 0.2 0.1
H -2.8351 -0.7145 5.2101 0.1 0.3 -0.2
H -1.8198 0.6915 4.7239 -0.2 -0.3 -0.1
H -3.4046 0.4232 3.9363 0.2 -0.2 0.3
```
Forces are in eV/Å.

Mulliken population analysis, charges in e, atoms 1 to 2: atom 1 (C): -0.611, atom 2 (C): -0.434


Among the records above, which one has the lowest net charge? C28H36CsGeN2O8


Look up the E of the first one. -106046.5084 eV


Among the records above, which one has the lowest net charge? C28H36CsGeN2O8